C11H5Br4NO2S5SbV as an isolated structure, computed with ωB97M-V/def2-TZVPD.

Results
* spin multiplicity: 3
* net charge: -2
* HOMO (alpha / beta): -2.209 / -2.298 eV
* E: -14098.94388 Eh
* E_LUMO (alpha / beta): 0.1456 / 0.1456 Eh
* energy relative to the best compared isomer or geometry (same formula, charge and spin): 0.0 kcal/mol
* ⟨S²⟩: 2.0232
* HOMO-LUMO gap (alpha / beta): 6.1700 / 6.2584 eV

XYZ file:
```
30
Properties=species:S:1:pos:R:3:forces:R:3:lowdin_charge:R:1
V 0.521893 -0.326615 0.282181 0.58 -0.15 -0.17 0.173
S -0.610675 -4.825057 2.276097 -0.01 -0.08 0.01 -0.318
Sb -0.768872 -2.568965 2.234486 -0.33 0.02 0.27 -0.153
S -1.523046 -1.621383 0.204196 -0.23 -0.04 -0.04 -0.030
S 1.306550 -1.424059 2.135099 0.26 0.12 -0.01 0.021
S -1.972350 -1.617898 3.994483 -0.06 0.15 -0.20 -0.226
Br 5.536666 -1.897069 -4.242666 -0.01 0.01 0.01 0.635
C 4.491581 -0.969394 -2.961164 -0.07 -0.03 0.04 -0.768
C 4.936724 0.219685 -2.407217 -0.01 0.06 0.04 -0.764
Br 6.607531 0.958853 -2.928178 -0.04 -0.02 0.01 0.634
C 4.157160 0.892442 -1.451023 -0.09 -0.13 -0.01 -0.648
Br 4.691709 2.520238 -0.648536 0.03 0.00 -0.03 0.708
C 2.928356 0.376962 -1.035217 -0.08 0.08 0.11 -0.429
O 2.138669 0.915214 -0.154932 0.00 -0.20 0.02 -0.248
C 2.465877 -0.835601 -1.635590 -0.24 -0.02 0.12 -0.395
O 1.266725 -1.232823 -1.243101 0.08 0.25 -0.09 -0.267
C 3.245469 -1.497541 -2.567488 0.06 0.22 0.03 -0.651
Br 2.539136 -3.090517 -3.287565 0.00 -0.05 -0.04 0.738
S -0.460239 1.766139 1.188077 -0.12 0.16 -0.21 0.637
C -2.171233 1.561725 1.140392 0.16 0.08 -0.16 -0.733
N -2.792183 0.762543 2.020281 0.20 -0.41 0.50 0.013
C -4.101850 0.500344 2.022272 -0.14 -0.03 -0.01 -0.091
C -4.936111 1.106715 1.121268 -0.04 -0.22 0.24 -0.067
C -4.355543 1.976545 0.199871 -0.06 0.18 -0.22 -0.073
C -3.004087 2.207216 0.206156 0.12 0.02 0.03 -0.088
H -2.246080 0.173491 2.715939 0.03 0.03 -0.23 -0.017
H -4.390293 -0.233548 2.764668 -0.07 0.00 -0.03 0.105
H -5.993406 0.883869 1.121387 0.03 0.02 -0.02 0.098
H -4.974773 2.464307 -0.545884 0.02 -0.02 0.03 0.104
H -2.533303 2.854182 -0.518295 0.00 0.01 -0.01 0.101
```
Positions in Å, forces in eV/Å.